Entry 1:
Density functional theory data (ωB97M-V/def2-TZVPD) for 11 unconnected molecules or ions with the total composition C16H46ClFN21O14.

Structure (XYZ):
```
99
Properties=species:S:1:pos:R:3:mulliken_charge:R:1
N -0.33 -2.45 2.31 -0.60
C -1.81 -2.74 2.01 1.23
C -2.62 -1.37 2.42 -1.04
C -2.31 -0.86 3.98 0.40
O -2.66 0.42 4.25 -0.50
F -1.68 -1.70 5.03 -0.23
C -2.20 -4.06 2.90 -0.79
C -3.77 -4.17 3.35 0.51
O -4.83 -3.72 2.67 -0.48
Cl -4.10 -5.07 4.98 -0.25
C -1.98 -3.04 0.37 -0.13
O -0.99 -2.71 -0.48 -0.54
O -3.26 -3.69 -0.06 -0.70
H 0.25 -3.25 1.96 0.35
H -0.07 -1.54 1.82 0.12
H -2.17 -0.50 1.74 0.39
H -3.77 -1.38 2.18 0.42
H -1.52 -4.21 3.86 0.32
H -1.98 -5.01 2.20 0.45
C 2.61 -1.72 0.07 0.68
O 2.07 -2.44 0.89 -0.66
N 2.48 -0.38 0.08 -0.34
N 3.39 -2.19 -0.92 -0.30
H 2.92 0.24 -0.59 0.17
H 1.90 0.02 0.81 0.19
H 3.51 -3.19 -0.97 0.15
H 3.84 -1.61 -1.61 0.11
C -1.24 3.22 7.48 0.60
O -0.92 4.27 8.03 -0.72
N -1.06 2.02 8.05 -0.37
N -1.81 3.19 6.26 -0.18
H -1.32 1.15 7.61 0.16
H -0.64 2.00 8.97 0.21
H -1.96 4.08 5.80 0.16
H -2.07 2.34 5.79 0.18
C 4.04 -2.70 -4.72 0.57
O 4.83 -2.51 -3.81 -0.70
N 2.80 -2.19 -4.72 -0.12
N 4.35 -3.44 -5.81 -0.24
H 2.14 -2.34 -5.46 0.14
H 2.53 -1.64 -3.92 0.14
H 5.28 -3.84 -5.85 0.16
H 3.71 -3.60 -6.57 0.08
C 3.58 1.04 -7.08 0.69
O 2.55 0.39 -7.17 -0.61
N 3.69 2.30 -7.55 -0.41
N 4.69 0.56 -6.49 -0.37
H 4.53 2.85 -7.48 0.15
H 2.87 2.70 -7.99 0.24
H 4.65 -0.38 -6.12 0.22
H 5.55 1.09 -6.40 0.15
C -5.38 -7.30 0.50 0.65
O -4.33 -7.50 -0.09 -0.65
N -5.72 -6.10 0.99 -0.30
N -6.30 -8.27 0.70 -0.40
H -6.58 -5.91 1.48 0.15
H -5.06 -5.34 0.86 0.17
H -6.08 -9.19 0.35 0.23
H -7.17 -8.12 1.18 0.15
C 1.21 7.08 5.48 0.57
O 1.44 8.06 4.78 -0.70
N -0.03 6.76 5.89 -0.31
N 2.17 6.25 5.90 -0.35
H -0.24 5.96 6.46 0.19
H -0.78 7.37 5.59 0.18
H 3.12 6.45 5.62 0.21
H 2.00 5.44 6.48 0.18
C -5.37 3.24 5.14 0.66
O -4.58 3.43 6.06 -0.62
N -6.61 3.75 5.14 -0.42
N -5.06 2.51 4.06 -0.26
H -7.28 3.60 4.40 0.15
H -6.88 4.30 5.94 0.23
H -4.13 2.11 4.02 0.16
H -5.70 2.34 3.30 0.17
C 1.07 1.25 -3.70 0.52
O 1.62 0.17 -3.54 -0.62
N 0.17 1.74 -2.83 -0.39
N 1.33 2.05 -4.75 -0.31
H -0.29 2.63 -2.94 0.15
H -0.06 1.16 -2.03 0.24
H 2.01 1.73 -5.42 0.15
H 0.89 2.95 -4.89 0.14
C 4.57 -4.40 -9.48 0.68
O 4.03 -5.12 -8.66 -0.63
N 4.44 -3.06 -9.47 -0.30
N 5.34 -4.87 -10.47 -0.41
H 4.87 -2.45 -10.14 0.16
H 3.86 -2.66 -8.74 0.15
H 5.47 -5.88 -10.52 0.23
H 5.80 -4.29 -11.16 0.15
C 0.73 6.12 1.05 0.59
O 0.53 5.84 -0.12 -0.68
N 1.34 7.26 1.43 -0.30
N 0.36 5.31 2.06 -0.28
H 1.52 7.50 2.39 0.18
H 1.64 7.89 0.70 0.19
H -0.10 4.45 1.82 0.15
H 0.52 5.52 3.03 0.16
```

## Properties
E_LUMO in eV: 1.54
Calculated total energy in eV: -92543.0077
Total charge: -1
Maximum force in eV/A: 9.3

Entry 2:
Density functional theory data (ωB97M-V/def2-TZVPD) for 12 unconnected molecules or ions with the total composition C16H47N5O21.

Structure (XYZ):
```
89
Properties=species:S:1:pos:R:3:mulliken_charge:R:1
C 4.06 -5.49 -1.65 -0.67
N 5.40 -5.52 -2.28 0.79
O 6.34 -4.87 -1.76 -0.50
O 5.53 -6.04 -3.38 -0.48
H 3.83 -6.51 -1.36 0.28
H 3.41 -5.00 -2.38 0.27
H 4.10 -4.95 -0.71 0.30
C -7.10 -2.36 -2.93 -0.71
N -5.80 -1.79 -3.54 0.84
O -4.78 -2.38 -3.21 -0.51
O -5.93 -1.00 -4.46 -0.50
H -7.82 -2.29 -3.74 0.31
H -7.42 -1.82 -2.04 0.27
H -6.96 -3.40 -2.62 0.30
C -4.47 5.04 0.69 -0.64
N -5.48 4.62 -0.28 0.83
O -5.75 3.43 -0.16 -0.51
O -6.05 5.35 -1.05 -0.52
H -4.27 6.08 0.41 0.29
H -3.56 4.44 0.64 0.26
H -4.89 5.04 1.69 0.28
C 0.89 -6.48 4.08 -0.69
N 1.80 -7.65 4.23 0.82
O 1.49 -8.43 5.11 -0.49
O 2.82 -7.64 3.50 -0.50
H 1.49 -5.58 4.09 0.28
H 0.14 -6.46 4.87 0.31
H 0.45 -6.60 3.09 0.27
C -0.44 1.21 6.28 -0.65
N -1.41 2.15 5.66 0.86
O -1.02 3.26 5.34 -0.52
O -2.55 1.76 5.56 -0.52
H -0.26 1.55 7.30 0.27
H 0.47 1.29 5.70 0.28
H -0.86 0.21 6.18 0.29
C -7.58 -8.02 0.69 -0.68
O -7.48 -6.79 1.31 -0.31
C -6.28 -6.24 1.54 0.79
O -5.23 -6.79 1.31 -0.55
O -6.51 -5.04 2.05 -0.30
C -5.37 -4.32 2.60 -0.65
H -6.93 -8.27 -0.15 0.32
H -8.59 -8.15 0.30 0.25
H -7.33 -8.78 1.43 0.29
H -5.63 -3.26 2.56 0.24
H -4.47 -4.47 2.00 0.32
H -5.08 -4.58 3.61 0.28
C 1.60 9.39 -1.70 -0.67
O 0.69 8.46 -2.30 -0.32
C 0.81 7.22 -2.00 0.82
O 1.47 6.75 -1.09 -0.59
O 0.19 6.44 -2.90 -0.32
C -0.69 6.88 -3.95 -0.62
H 1.49 9.58 -0.64 0.29
H 1.52 10.30 -2.30 0.26
H 2.65 9.10 -1.76 0.31
H -1.02 6.03 -4.54 0.25
H -0.12 7.56 -4.59 0.30
H -1.58 7.46 -3.73 0.30
C 0.50 -0.91 -6.32 -0.48
O 1.57 -0.39 -7.12 -0.50
H 0.02 -0.05 -5.87 0.23
H -0.24 -1.47 -6.90 0.23
H 0.86 -1.58 -5.54 0.22
H 2.17 0.05 -6.51 0.30
C -0.05 0.09 0.30 -0.55
O 0.66 -1.03 0.74 -0.48
H -0.02 0.19 -0.78 0.25
H -1.11 0.11 0.55 0.22
H 0.43 1.01 0.61 0.24
H 1.52 -0.71 1.01 0.32
C 6.34 -0.71 3.33 -0.55
O 5.23 -0.04 2.85 -0.47
H 6.48 -0.33 4.35 0.24
H 6.26 -1.79 3.47 0.23
H 7.19 -0.43 2.72 0.23
H 5.51 0.87 2.93 0.31
C 5.44 1.45 -2.97 -0.50
O 5.56 1.45 -4.37 -0.49
H 5.16 0.46 -2.63 0.21
H 6.39 1.72 -2.51 0.25
H 4.67 2.11 -2.58 0.24
H 5.93 2.32 -4.54 0.30
C 6.60 5.79 1.94 -0.50
O 5.56 4.86 2.05 -0.48
H 6.22 6.67 1.43 0.24
H 6.96 6.11 2.92 0.20
H 7.40 5.33 1.34 0.21
H 4.85 5.20 1.49 0.31
```

## Properties
E_LUMO in eV: -0.10
Calculated total energy in eV: -67783.0373
Total charge: 0
Maximum force in eV/A: 3.4
SMILES: C[N+](=O)[O-].C[N+](=O)[O-].C[N+](=O)[O-].C[N+](=O)[O-].C[N+](=O)[O-].COC(=O)OC.COC(=O)OC.CO.CO.CO.CO.CO

> Number 1 is which compound?

C16H46ClFN21O14